44
Properties=species:S:1:pos:R:3:lowdin_charge:R:1 method="wB97M-V/def2-TZVPD" homo_ev=-8.334 energy_ev=-27130.2088 e_above_lowest_kcal_mol=14.2 smiles="O=C(CNc1ccccc1-c1ccccc1)NCc1ccccc1" orbital_gap_ev=9.1 lumo_ha=0.02794
O -1.18 -0.05 -3.31 0.05
C -0.64 -0.05 -2.22 -0.49
N -1.20 -0.52 -1.10 0.08
H -0.67 -0.45 -0.24 0.10
C -2.54 -1.05 -1.03 -0.12
C -3.41 -0.20 -0.14 -0.21
C -3.90 -0.68 1.06 -0.05
C -4.67 0.13 1.88 -0.09
C -4.94 1.44 1.51 -0.10
C -4.44 1.93 0.31 -0.08
C -3.68 1.11 -0.51 -0.04
H -3.30 1.49 -1.45 0.12
H -4.65 2.94 0.01 0.10
H -5.53 2.07 2.15 0.10
H -5.05 -0.25 2.82 0.10
H -3.69 -1.70 1.36 0.11
H -2.51 -2.08 -0.66 0.12
H -2.93 -1.05 -2.06 0.13
C 0.78 0.48 -2.00 -0.09
N 0.85 1.29 -0.79 0.02
C 2.11 1.48 -0.20 -0.22
C 2.65 2.76 -0.07 -0.02
C 3.89 2.95 0.51 -0.09
C 4.62 1.87 0.95 -0.09
C 4.08 0.60 0.86 -0.03
C 2.82 0.39 0.31 -0.14
C 2.24 -0.97 0.35 -0.21
C 1.07 -1.19 1.07 -0.05
C 0.52 -2.46 1.15 -0.08
C 1.13 -3.52 0.51 -0.08
C 2.31 -3.31 -0.19 -0.07
C 2.86 -2.05 -0.27 -0.04
H 3.78 -1.88 -0.82 0.12
H 2.80 -4.14 -0.69 0.10
H 0.71 -4.51 0.57 0.10
H -0.39 -2.62 1.72 0.10
H 0.61 -0.36 1.59 0.13
H 4.63 -0.25 1.24 0.12
H 5.60 2.01 1.39 0.10
H 4.28 3.95 0.59 0.10
H 2.08 3.60 -0.44 0.11
H 0.38 2.18 -0.94 0.13
H 1.44 -0.38 -1.89 0.12
H 1.08 1.03 -2.90 0.13

---

50
Properties=species:S:1:pos:R:3:lowdin_charge:R:1 method="wB97M-V/def2-TZVPD" homo_ev=-7.880 energy_ev=-56989.7986 e_above_lowest_kcal_mol=5.7 smiles="COc1ccc(NC(=O)c2ccc(NC(=O)CCS(=O)(=O)c3cccs3)cc2)cc1" orbital_gap_ev=8.0 lumo_ha=0.00336
C 6.84 1.81 4.72 -0.09
H 7.61 1.07 4.95 0.09
O 6.29 1.59 3.44 -0.09
C 5.64 0.41 3.20 -0.28
C 5.11 0.26 1.92 0.01
C 4.44 -0.89 1.56 -0.02
C 4.26 -1.91 2.50 -0.26
C 4.80 -1.76 3.77 -0.02
C 5.49 -0.62 4.12 -0.02
H 5.89 -0.54 5.12 0.10
H 4.69 -2.56 4.49 0.11
N 3.59 -3.10 2.18 0.13
C 2.55 -3.32 1.31 -0.44
O 2.26 -4.46 1.00 0.07
C 1.79 -2.14 0.83 -0.17
C 1.41 -1.12 1.70 -0.02
C 0.65 -0.06 1.24 0.02
C 0.27 0.00 -0.09 -0.20
C 0.63 -1.03 -0.96 0.00
C 1.37 -2.10 -0.49 -0.01
H 1.65 -2.91 -1.15 0.12
H 0.31 -1.00 -1.99 0.12
N -0.47 1.06 -0.63 0.13
C -1.10 2.06 0.02 -0.48
O -1.03 2.30 1.21 0.08
C -1.95 2.93 -0.91 -0.12
C -3.34 2.34 -1.06 -0.20
H -3.80 2.12 -0.09 0.12
H -3.99 2.98 -1.65 0.09
S -3.23 0.73 -1.93 0.64
O -2.21 0.85 -2.94 -0.33
O -3.11 -0.34 -0.99 -0.28
C -4.80 0.56 -2.75 -0.63
C -5.79 -0.32 -2.45 -0.13
C -6.90 -0.18 -3.30 -0.17
C -6.74 0.81 -4.22 -0.39
S -5.21 1.58 -4.07 1.04
H -7.42 1.13 -4.98 0.07
H -7.79 -0.79 -3.23 0.11
H -5.70 -1.04 -1.66 0.12
H -1.49 3.01 -1.89 0.12
H -2.03 3.93 -0.46 0.13
H -0.70 0.93 -1.61 0.10
H 0.35 0.73 1.92 0.10
H 1.69 -1.16 2.74 0.12
H 3.94 -3.94 2.61 0.16
H 4.06 -1.00 0.56 0.12
H 5.26 1.05 1.20 0.12
H 6.06 1.79 5.49 0.10
H 7.29 2.80 4.68 0.09

---

50
Properties=species:S:1:pos:R:3:lowdin_charge:R:1 method="wB97M-V/def2-TZVPD" homo_ev=-8.533 energy_ev=-55874.8961 e_above_lowest_kcal_mol=52.6 smiles="O=C(CSc1nnc(-c2ccccc2)c(-c2ccccc2)n1)N[C@@H]1CCS(=O)(=O)C1" orbital_gap_ev=8.3 lumo_ha=-0.00926
O -2.42 -3.96 2.64 0.07
C -1.48 -3.25 2.36 -0.56
N -1.52 -1.90 2.41 0.09
C -2.74 -1.17 2.69 -0.34
C -2.44 0.31 2.68 -0.14
H -3.23 0.91 3.13 0.11
H -1.47 0.57 3.10 0.11
S -2.42 0.69 0.88 0.70
O -3.24 1.85 0.62 -0.31
O -1.07 0.74 0.40 -0.31
C -3.25 -0.83 0.31 -0.18
C -3.79 -1.42 1.60 -0.16
H -4.72 -0.93 1.88 0.13
H -3.97 -2.49 1.51 0.12
H -2.50 -1.45 -0.17 0.09
H -4.02 -0.55 -0.40 0.11
H -3.13 -1.51 3.66 0.16
H -0.68 -1.39 2.13 0.08
C -0.15 -3.79 1.86 -0.34
H -0.12 -4.87 1.99 0.08
H 0.70 -3.31 2.35 0.08
S 0.02 -3.50 0.06 1.00
C 0.58 -1.85 0.02 -0.67
N 0.61 -1.26 -1.16 0.15
C 1.08 -0.03 -1.21 -0.17
C 1.75 0.48 -0.06 -0.18
N 1.53 -0.12 1.09 0.12
N 0.87 -1.23 1.17 -0.01
C 2.64 1.64 -0.06 -0.18
C 2.69 2.48 1.05 -0.02
C 3.53 3.57 1.06 -0.08
C 4.33 3.84 -0.04 -0.08
C 4.29 3.01 -1.14 -0.07
C 3.45 1.91 -1.16 -0.03
H 3.44 1.25 -2.02 0.12
H 4.93 3.21 -1.99 0.10
H 4.98 4.70 -0.03 0.10
H 3.56 4.22 1.92 0.10
H 2.06 2.25 1.90 0.11
C 0.82 0.75 -2.41 -0.18
C 0.55 2.12 -2.33 -0.02
C 0.29 2.84 -3.48 -0.06
C 0.30 2.21 -4.71 -0.08
C 0.55 0.85 -4.80 -0.08
C 0.80 0.12 -3.66 -0.02
H 0.99 -0.94 -3.71 0.11
H 0.55 0.36 -5.76 0.10
H 0.10 2.78 -5.61 0.10
H 0.07 3.89 -3.41 0.11
H 0.51 2.59 -1.36 0.12

---

46
Properties=species:S:1:pos:R:3:mulliken_spin:R:1 method="wB97M-V/def2-TZVPD" spin_multiplicity=2 homo_ev="-2.637 / -3.043" charge=-1 energy_ev=-34148.0265 s2=0.7931 orbital_gap_ev="3.8 / 4.2" lumo_ha="0.04406 / 0.04240"
C 0.39 3.63 3.67 0.00
C 0.24 2.11 3.62 0.01
C 1.23 1.42 4.55 0.01
C 0.45 1.67 2.15 0.00
C -0.68 1.15 1.41 0.24
C -0.56 1.05 0.05 0.07
C -1.51 0.41 -0.82 -0.04
C -1.49 0.65 -2.23 0.07
C -2.38 0.00 -3.06 -0.01
C -3.35 -0.86 -2.50 0.10
N -4.38 -1.38 -3.33 0.03
O -5.30 -2.04 -2.80 0.09
O -4.34 -1.14 -4.56 0.09
C -3.37 -1.14 -1.12 -0.01
C -2.48 -0.48 -0.28 0.10
O 1.57 1.79 1.61 0.11
H -0.34 4.11 3.01 0.00
H 0.23 4.01 4.68 0.00
H 1.40 3.90 3.34 0.00
H -0.78 1.83 3.91 0.01
H 1.02 0.35 4.62 0.00
H 2.25 1.56 4.18 0.00
H 1.16 1.84 5.56 0.00
H -1.60 0.91 1.96 0.03
H 0.23 1.67 -0.41 0.06
H -0.83 1.41 -2.66 0.00
H -2.40 0.19 -4.14 0.01
H -4.11 -1.84 -0.74 0.01
H -2.52 -0.67 0.79 0.03
C 0.69 -3.36 -1.19 0.01
Na 1.51 1.51 -2.07 0.01
C 0.12 -2.98 0.06 -0.01
C 0.70 -1.75 0.46 0.02
C 1.69 -1.37 -0.51 0.00
C 1.66 -2.36 -1.57 -0.01
C 2.55 -2.21 -2.64 0.00
C 3.38 -1.09 -2.71 0.00
C 3.43 -0.16 -1.66 0.00
C 2.62 -0.33 -0.53 -0.01
H 0.45 -4.23 -1.80 0.00
H -0.61 -3.56 0.63 0.00
H 0.55 -1.25 1.41 0.01
H 2.58 -2.98 -3.42 0.00
H 4.07 -0.97 -3.56 0.00
H 4.15 0.68 -1.70 0.00
H 2.73 0.30 0.36 0.00